# 1
# H3OP

2 unconnected molecules or ions with the total composition H3OP (the ωB97M-V functional and the def2-TZVPD basis, the OMol25 dataset).

## Properties
highest occupied orbital energy (alpha / beta)	-9.36 / -11.08	eV
LUMO energy (alpha / beta)	1.0645 / -1.7414	eV
2S+1	3
HOMO-LUMO gap (alpha / beta)	10.423 / 9.341	eV
relative energy (zero: lowest compared OMol25 entry of this formula, charge and spin)	0.8248	eV

Each line ends with the Mulliken charge.
CARTESIAN COORDINATES (ANGSTROEM)
O: -1.915 0.260 0.015  -0.447
P: -0.468 -0.030 -0.095  0.279
H: -0.250 -0.845 -1.214  0.062
H: 2.343 1.522 0.676  0.014
H: 0.290 -0.907 0.618  0.091


# 2
# C24H64B3F12N4O8

7 unconnected molecules or ions with the total composition C24H64B3F12N4O8 (the ωB97M-V functional and the def2-TZVPD basis, the OMol25 dataset).

## Properties
highest occupied orbital energy	-11.33	eV
LUMO energy	-2.5105	eV
2S+1	1
HOMO-LUMO gap	8.816	eV
charge	+1
relative energy (zero: lowest compared OMol25 entry of this formula, charge and spin)	1.4091	eV

Each line ends with the Mulliken charge.
CARTESIAN COORDINATES (ANGSTROEM)
C: 5.469 -4.320 1.582  -0.478
O: 5.924 -3.007 1.257  -0.339
C: 5.553 -2.499 -0.015  -1.050
C: 4.105 -1.919 -0.193  0.833
N: 3.997 -0.410 0.062  0.290
H: 4.371 0.051 -0.755  0.488
H: 3.020 -0.172 0.154  -0.491
C: 4.567 -0.016 1.470  -0.697
C: 4.375 1.420 1.794  -0.178
O: 4.904 2.292 0.776  -0.310
C: 6.325 2.558 0.899  -0.783
H: 4.463 -4.271 1.997  0.051
H: 6.224 -4.737 2.249  0.274
H: 5.414 -4.965 0.705  0.353
H: 5.646 -3.319 -0.727  0.509
H: 6.218 -1.715 -0.376  0.409
H: 3.378 -2.417 0.449  -0.728
H: 3.749 -2.003 -1.220  0.438
H: 5.636 -0.231 1.457  0.530
H: 4.016 -0.738 2.071  0.437
H: 4.711 1.680 2.797  0.514
H: 3.286 1.459 1.814  -0.230
H: 6.696 3.213 0.111  0.301
H: 6.947 1.711 0.608  0.267
H: 6.616 2.936 1.879  0.348
C: -4.698 5.740 -0.949  -0.840
O: -3.677 4.894 -0.444  -0.239
C: -3.861 3.474 -0.729  -1.173
C: -2.952 2.626 0.179  0.367
N: -1.501 3.065 -0.133  1.362
H: -1.492 4.062 0.027  0.583
H: -0.858 2.652 0.528  -0.669
C: -0.963 2.776 -1.550  0.163
C: 0.352 3.663 -1.598  -0.963
O: -0.038 4.992 -1.847  -0.451
C: 0.614 6.068 -1.240  -0.648
H: -5.701 5.600 -0.544  0.313
H: -4.823 5.706 -2.031  0.319
H: -4.358 6.728 -0.638  0.248
H: -3.613 3.366 -1.785  0.331
H: -4.889 3.145 -0.578  0.666
H: -3.171 1.580 -0.038  -0.580
H: -3.190 2.812 1.226  0.311
H: -1.624 3.238 -2.283  0.697
H: -0.818 1.711 -1.734  -0.637
H: 0.988 3.390 -2.440  0.611
H: 0.792 3.473 -0.618  0.383
H: 1.611 6.273 -1.631  0.307
H: 0.554 5.863 -0.171  0.235
H: 0.111 7.028 -1.355  0.246
C: -5.029 -0.024 1.538  -1.006
O: -3.870 -0.108 2.314  -0.394
C: -3.144 -1.325 2.083  0.125
C: -2.005 -1.629 2.995  -0.702
N: -1.167 -0.404 3.243  0.829
H: -0.795 0.111 2.458  -0.884
H: -1.772 0.319 3.604  0.492
C: 0.081 -0.591 4.195  -1.236
C: 1.219 -1.413 3.570  -0.100
O: 0.823 -2.609 2.905  -0.327
C: 1.908 -3.530 2.741  -0.631
H: -5.090 -0.196 0.464  0.408
H: -5.367 1.006 1.650  0.280
H: -5.880 -0.368 2.126  0.411
H: -2.864 -1.410 1.033  -0.237
H: -3.816 -2.176 2.196  0.651
H: -1.377 -2.439 2.624  0.122
H: -2.201 -1.771 4.058  0.557
H: -0.322 -1.085 5.079  0.467
H: 0.379 0.393 4.559  0.426
H: 1.771 -1.763 4.442  0.805
H: 1.942 -0.863 2.968  -0.117
H: 2.265 -3.360 1.725  -0.127
H: 1.360 -4.471 2.699  0.388
H: 2.645 -3.415 3.536  0.373
C: -3.309 -5.295 -2.327  -0.809
O: -2.040 -4.797 -2.048  -0.396
C: -1.784 -4.259 -0.751  -0.788
C: -0.694 -3.199 -0.971  0.466
N: -0.996 -2.328 -2.271  0.549
H: -1.310 -3.017 -2.941  0.635
H: -1.743 -1.677 -2.076  -0.222
C: 0.227 -1.557 -2.792  0.394
C: -0.196 -1.031 -4.157  -1.204
O: 0.059 -2.147 -5.018  -0.385
C: -0.346 -1.884 -6.354  -0.743
H: -4.095 -4.594 -2.047  0.350
H: -3.520 -6.241 -1.829  0.337
H: -3.202 -5.549 -3.382  0.260
H: -1.460 -4.954 0.023  0.475
H: -2.715 -3.787 -0.435  0.250
H: 0.263 -3.663 -1.214  0.566
H: -0.611 -2.377 -0.260  -0.582
H: 1.067 -2.232 -2.954  0.487
H: 0.470 -0.746 -2.106  -0.244
H: 0.559 -0.288 -4.414  0.633
H: -1.099 -0.430 -4.259  0.516
H: -1.396 -1.612 -6.244  0.327
H: -0.318 -2.774 -6.982  0.249
H: 0.315 -1.106 -6.734  0.287
B: 0.630 0.138 0.384  -0.519
F: 1.156 -1.009 0.717  0.509
F: 0.856 1.028 1.427  -0.336
F: 1.334 0.587 -0.683  -0.502
F: -0.750 -0.010 0.168  0.741
B: -3.802 0.006 -2.364  0.229
F: -2.914 0.881 -2.939  -0.318
F: -3.136 -0.730 -1.416  -0.600
F: -4.861 0.648 -1.781  -0.364
F: -4.285 -0.863 -3.249  -0.338
B: -0.900 3.901 3.026  -0.021
F: -1.205 2.578 2.939  -0.111
F: -0.471 4.257 4.252  -0.339
F: 0.126 4.110 2.118  -0.352
F: -2.004 4.635 2.663  -0.365


# 3
# C5H11OS

A gas-phase ion, C5H11OS (charge -1) (the ωB97M-V functional and the def2-TZVPD basis, the OMol25 dataset).

## Properties
highest occupied orbital energy	-2.74	eV
LUMO energy	3.4643	eV
2S+1	1
HOMO-LUMO gap	6.204	eV
charge	-1
relative energy (zero: lowest compared OMol25 entry of this formula, charge and spin)	1.2967	eV
SMILES	CSCCCC[O-]

Each line ends with the Mulliken charge.
CARTESIAN COORDINATES (ANGSTROEM)
C: 0.428 -2.035 -0.439  -0.615
S: 0.889 -1.133 -1.959  -0.215
C: 0.923 0.541 -1.305  -0.587
C: -0.396 1.069 -0.713  -0.748
C: -0.387 1.296 0.772  -0.617
C: -0.720 -0.019 1.539  -0.562
O: -1.730 -0.740 1.018  -0.900
H: 0.424 -3.077 -0.680  0.361
H: -0.533 -1.675 -0.067  0.229
H: 1.195 -1.846 0.271  0.143
H: 1.676 0.633 -0.502  0.300
H: 1.274 1.172 -2.127  0.275
H: -1.220 0.385 -0.855  0.418
H: -0.654 1.981 -1.257  0.395
H: 0.595 1.649 1.147  0.326
H: -1.148 2.037 0.983  0.346
H: 0.235 -0.592 1.587  0.095
H: -0.850 0.353 2.588  0.354


Number 1: E -11380.2043 eV. Number 2: E -82912.1280 eV. Number 3: E -18245.6918 eV.